Computed, not measured: a single C3H3F3 molecule in a non-equilibrium geometry, with ωB97M-V with the def2-TZVPD basis set.

Structure (ORCA input):
```
! wB97M-V def2-TZVPD RIJCOSX def2/J DEFGRID3
* xyz 0 1
C 0.37 -1.16 0.62
C -0.25 0.01 0.60
C -0.16 0.87 -0.65
H 0.38 -1.87 1.47
H -0.96 0.27 1.33
H 0.83 0.75 -1.21
F 1.24 -1.55 -0.27
F -0.27 2.20 -0.41
F -1.18 0.48 -1.48
*
```

As for the structure (SMILES): F/C=C\C(F)F. For the energy above the lowest of the compared OMol25 structures with the same formula, charge and spin, the calculation gives 10.7 kcal/mol. The total energy comes out at -11311.0938 eV. The largest force on an atom comes out at 2.47 eV Å⁻¹. For the HOMO energy, the calculation gives -10.535 eV.

Here is what Löwdin gives for the atomic charges, in e: number 1, C, carries -0.169; number 2, C, carries 0.008; number 3, C, carries -0.387; number 4, H, carries 0.130; number 5, H, carries 0.102; number 6, H, carries 0.171; number 7, F, carries 0.058; number 8, F, carries 0.047; number 9, F, carries 0.041